Arrangement w

C4H9N | wB97M-V/def2-TZVPD

orbital gap: 9.54 eV
HOMO: -8.377 eV
SMILES: CN1C=C1.C
molar mass: 71.12 g/mol

Positions of all 14 atoms, in Å:
1 C -2.293 0.060 -0.686
2 C 0.182 0.459 1.039
3 C 0.626 -0.677 1.413
4 N 0.743 -0.402 -0.042
5 C 2.087 0.017 -0.451
6 H -3.135 0.109 0.009
7 H -1.857 1.056 -0.808
8 H -2.630 -0.302 -1.659
9 H -0.306 1.416 1.115
10 H -1.523 -0.614 -0.314
11 H 0.822 -1.488 2.094
12 H 2.630 0.522 0.363
13 H 2.656 -0.861 -0.773
14 H 1.998 0.703 -1.300

=====

Arrangement x

C4H9N | wB97M-V/def2-TZVPD

orbital gap: 8.39 eV
HOMO: -7.336 eV
SMILES: C/C=C/NC
molar mass: 71.12 g/mol

Positions of all 14 atoms, in Å:
1 C 0.652 1.074 1.876
2 C 0.500 1.200 0.410
3 C -0.440 0.396 -0.282
4 N -0.408 -0.446 -1.345
5 C -0.372 -1.868 -0.873
6 H 1.295 1.870 2.263
7 H -0.394 1.095 2.071
8 H 0.996 0.007 2.199
9 H 1.185 1.888 -0.123
10 H -1.386 0.458 0.246
11 H 0.339 -0.377 -1.944
12 H -1.108 -1.921 -0.035
13 H -0.623 -2.620 -1.567
14 H 0.512 -2.094 -0.478

=====

Least stable = arrangement w

=====

Arrangement w

C4H9N | wB97M-V/def2-TZVPD

orbital gap: 9.91 eV
HOMO: -8.802 eV
SMILES: C/C=C\CN
molar mass: 71.12 g/mol

Positions of all 14 atoms, in Å:
1 N 1.287 -0.490 1.720
2 C -0.077 -0.630 1.118
3 C -0.905 1.419 -1.096
4 C -0.492 -0.033 -1.292
5 C 0.009 -0.843 -0.360
6 H 1.957 -0.205 1.007
7 H 1.733 -1.381 1.946
8 H -0.531 0.267 1.530
9 H -0.588 -1.489 1.557
10 H -1.578 1.617 -0.266
11 H 0.046 1.896 -0.859
12 H -1.287 1.759 -2.054
13 H -0.380 -0.361 -2.310
14 H 0.806 -1.525 -0.640

=====

Arrangement x

C4H9N | wB97M-V/def2-TZVPD

orbital gap: 10.07 eV
HOMO: -9.048 eV
SMILES: C=C(C)CN
molar mass: 71.12 g/mol

Positions of all 14 atoms, in Å:
1 C -1.710 -0.610 0.023
2 C -0.493 0.177 0.049
3 C -0.486 1.526 0.100
4 C 0.753 -0.606 -0.018
5 H -1.839 -0.899 1.221
6 H -2.533 0.171 -0.378
7 H -1.645 -1.614 -0.605
8 H 0.414 2.187 0.114
9 H -1.457 2.024 -0.153
10 H 0.871 -1.334 0.918
11 H 0.701 -1.202 -0.923
12 H 2.836 -0.581 0.242
13 H 2.460 0.626 -0.709
14 N 2.126 0.133 0.120

=====

Arrangement y

C4H9N | wB97M-V/def2-TZVPD

orbital gap: 10.30 eV
HOMO: -9.475 eV
SMILES: C=CC.C=N
molar mass: 71.12 g/mol

Positions of all 14 atoms, in Å:
1 C -0.943 1.376 3.756
2 N -0.878 0.636 4.788
3 H -0.354 2.305 3.741
4 H -1.484 1.075 2.852
5 H -0.980 -0.327 4.446
6 C 1.229 0.043 -2.817
7 C 0.021 -0.284 -1.984
8 C -0.201 -1.514 -1.513
9 H 2.078 0.334 -2.192
10 H 1.550 -0.887 -3.293
11 H 1.127 0.784 -3.606
12 H -0.624 0.541 -1.685
13 H -0.749 -1.646 -0.585
14 H 0.206 -2.434 -1.908

=====

Arrangement z

C4H9N | wB97M-V/def2-TZVPD

orbital gap: 10.57 eV
HOMO: -9.331 eV
SMILES: NC1CCC1
molar mass: 71.12 g/mol

Positions of all 14 atoms, in Å:
1 C 0.526 -0.007 -0.396
2 C -0.489 -1.086 0.052
3 C -1.560 -0.006 0.086
4 C -0.472 1.118 0.029
5 H 1.775 0.280 1.134
6 H 2.603 0.507 -0.277
7 H 0.575 -0.064 -1.453
8 H -0.591 -1.966 -0.631
9 H -0.303 -1.439 1.090
10 H -2.235 0.006 0.967
11 H -2.133 0.028 -0.846
12 H -0.146 1.557 1.012
13 H -0.666 1.960 -0.627
14 N 1.870 -0.140 0.143

=====

Least stable = arrangement y

=====

Arrangement w

C4H9N | wB97M-V/def2-TZVPD

orbital gap: 10.23 eV
HOMO: -9.056 eV
SMILES: C/C=C/CN
molar mass: 71.12 g/mol

Positions of all 14 atoms, in Å:
1 C 0.006 1.099 -2.108
2 C -0.345 0.252 -0.928
3 C 0.110 0.297 0.380
4 C -0.453 -0.661 1.434
5 H 0.933 1.686 -1.923
6 H 0.099 0.605 -3.156
7 H -0.770 1.865 -2.285
8 H -1.232 -0.338 -1.075
9 H 0.900 0.949 0.749
10 H -0.903 -0.211 2.287
11 H -1.280 -1.304 1.020
12 H 1.289 -0.839 2.344
13 H 1.046 -1.898 1.245
14 N 0.600 -1.502 2.016

=====

Arrangement x

C4H9N | wB97M-V/def2-TZVPD

orbital gap: 6.02 eV
HOMO: -6.434 eV
molar mass: 71.12 g/mol

Positions of all 14 atoms, in Å:
1 N 0.755 0.247 1.915
2 C -1.791 -0.570 0.439
3 C -1.078 -0.115 -0.612
4 C 0.425 0.304 -0.671
5 C 1.262 -0.143 0.570
6 H 0.202 -0.130 -1.959
7 H -2.462 0.216 0.832
8 H -1.116 -1.100 1.144
9 H 0.832 1.280 1.855
10 H -1.500 0.157 -1.586
11 H 0.218 1.322 -1.027
12 H 0.928 -0.372 -1.809
13 H 2.336 0.114 0.484
14 H 0.987 -1.211 0.424

=====

Arrangement y

C4H9N | wB97M-V/def2-TZVPD

orbital gap: 10.25 eV
HOMO: -9.248 eV
SMILES: C=C=CC.N
molar mass: 71.12 g/mol

Positions of all 14 atoms, in Å:
1 C -0.661 -0.661 -0.743
2 C 0.284 -0.284 -1.849
3 C -1.037 0.162 0.208
4 N 1.542 -0.046 1.687
5 C -1.589 1.042 0.987
6 H 2.426 -0.529 1.566
7 H 1.364 0.540 0.879
8 H -1.122 -1.639 -0.824
9 H 0.883 -0.830 1.816
10 H -2.454 1.610 0.683
11 H -1.227 1.212 1.990
12 H -0.144 -0.531 -2.821
13 H 0.510 0.781 -1.830
14 H 1.225 -0.826 -1.749

=====

Least stable = arrangement x

=====

Arrangement w

C4H9N | wB97M-V/def2-TZVPD

orbital gap: 9.85 eV
HOMO: -8.619 eV
SMILES: C[C@H]1CN1C
molar mass: 71.12 g/mol

Positions of all 14 atoms, in Å:
1 C 0.550 0.976 -1.555
2 C 0.319 0.694 -0.086
3 C -1.089 0.542 0.392
4 N -0.243 -0.595 0.189
5 C 0.149 -1.617 1.119
6 H 0.393 2.034 -1.787
7 H 1.557 0.690 -1.876
8 H -0.167 0.387 -2.138
9 H 1.025 1.152 0.615
10 H -1.875 0.634 -0.355
11 H -1.361 0.903 1.386
12 H 0.418 -1.319 2.146
13 H -0.683 -2.328 1.178
14 H 1.002 -2.145 0.681

=====

Arrangement x

C4H9N | wB97M-V/def2-TZVPD

orbital gap: 9.12 eV
HOMO: -7.955 eV
molar mass: 71.12 g/mol

Positions of all 14 atoms, in Å:
1 C 1.280 -1.085 -0.207
2 C 0.230 -0.664 0.799
3 C 0.015 0.774 1.126
4 N -0.919 0.140 0.393
5 C -1.518 0.434 -0.756
6 H 2.230 -1.259 0.310
7 H 0.996 -2.019 -0.706
8 H 1.441 -0.313 -0.964
9 H -0.052 -1.453 1.503
10 H 0.375 1.652 -0.299
11 H -0.094 1.331 2.048
12 H -2.207 1.273 -0.752
13 H -0.067 1.572 -1.047
14 H -1.711 -0.382 -1.447

=====

Arrangement y

C4H9N | wB97M-V/def2-TZVPD

orbital gap: 10.85 eV
HOMO: -9.744 eV
SMILES: C=NC.C=C
molar mass: 71.12 g/mol

Positions of all 14 atoms, in Å:
1 C -3.001 0.410 -0.118
2 C -2.464 -0.413 0.787
3 H -3.645 1.191 0.291
4 H -2.700 0.486 -1.152
5 H -2.456 -0.226 1.848
6 H -2.105 -1.336 0.334
7 C 2.116 0.945 0.060
8 C 1.937 -1.266 -0.530
9 N 1.915 -0.457 0.437
10 H 3.175 1.182 -0.040
11 H 1.588 1.210 -0.861
12 H 1.694 1.552 0.862
13 H 1.908 -2.337 -0.347
14 H 2.037 -0.941 -1.572

=====

Least stable = arrangement x

=====

Arrangement w

C4H9N | wB97M-V/def2-TZVPD

orbital gap: 9.92 eV
HOMO: -8.752 eV
SMILES: C=CCNC
molar mass: 71.12 g/mol

Positions of all 14 atoms, in Å:
1 C 1.611 -0.768 0.096
2 C -0.008 1.027 0.083
3 C -1.089 0.189 -0.421
4 C -2.215 -0.324 0.027
5 H 1.550 -0.882 1.148
6 H 0.718 -1.348 -0.195
7 H 2.492 -1.301 -0.419
8 H 2.050 1.115 -0.176
9 H -0.024 1.231 1.234
10 H -0.225 2.093 -0.283
11 H -0.803 -0.373 -1.260
12 H -2.719 -1.149 -0.422
13 H -2.620 -0.027 0.947
14 N 1.281 0.516 -0.357

=====

Arrangement x

C4H9N | wB97M-V/def2-TZVPD

orbital gap: 9.00 eV
HOMO: -8.101 eV
SMILES: C=CN.C=C
molar mass: 71.12 g/mol

Positions of all 14 atoms, in Å:
1 C 0.372 -3.070 -0.790
2 C -0.359 -3.798 0.045
3 H 0.082 -2.970 -1.833
4 H 1.341 -2.637 -0.575
5 H -1.337 -4.204 -0.167
6 H -0.021 -3.741 1.081
7 C -0.835 3.403 0.546
8 C -0.217 2.210 0.506
9 N 1.057 2.025 -0.011
10 H -0.356 4.214 0.007
11 H -1.735 3.542 1.117
12 H -0.710 1.336 0.898
13 H 1.163 1.042 -0.200
14 H 1.555 2.649 -0.623

=====

Least stable = arrangement w

=====

Arrangement w

C4H9N | wB97M-V/def2-TZVPD

orbital gap: 8.97 eV
HOMO: -7.896 eV
SMILES: CC(C)=CN
molar mass: 71.12 g/mol

Positions of all 14 atoms, in Å:
1 C 0.897 -0.945 0.559
2 C 0.142 0.232 0.082
3 C -1.068 0.211 -0.483
4 N -1.702 -1.021 -0.786
5 C 0.857 1.570 0.086
6 H 1.136 -1.582 -0.312
7 H 1.859 -0.871 1.051
8 H 0.226 -1.553 1.200
9 H -1.658 1.086 -0.713
10 H -2.619 -1.053 -0.351
11 H -1.197 -1.877 -0.697
12 H 1.158 1.868 1.111
13 H 1.758 1.543 -0.528
14 H 0.210 2.391 -0.220

=====

Arrangement x

C4H9N | wB97M-V/def2-TZVPD

orbital gap: 9.94 eV
HOMO: -8.718 eV
SMILES: C/C=C/CN
molar mass: 71.12 g/mol

Positions of all 14 atoms, in Å:
1 N 2.307 0.467 0.559
2 C 1.485 -0.631 0.111
3 C -2.401 0.292 -0.460
4 C -0.850 0.323 -0.382
5 C -0.053 -0.395 0.410
6 H 2.221 0.747 1.547
7 H 3.199 0.402 0.127
8 H 1.677 -1.530 0.642
9 H 1.542 -0.743 -0.973
10 H -2.711 1.073 0.255
11 H -2.658 0.643 -1.470
12 H -2.584 -0.758 -0.258
13 H -0.643 1.094 -1.283
14 H -0.531 -0.984 1.176

=====

Least stable = arrangement x